{"formula": "C16H41O10V", "method": "ωB97M-V with the def2-TZVPD basis set", "elements": ["O", "V", "O", "O", "C", "O", "O", "H", "C", "C", "C", "O", "H", "H", "H", "H", "H", "H", "H", "H", "C", "C", "C", "O", "H", "H", "H", "H", "H", "H", "H", "H", "C", "C", "C", "O", "H", "H", "H", "H", "H", "H", "H", "H", "C", "C", "C", "O", "H", "H", "H", "H", "H", "H", "H", "H", "C", "C", "C", "O", "H", "H", "H", "H", "H", "H", "H", "H"], "xyz": [[-0.211, -0.893, -0.642], [-0.301, 0.224, 0.496], [0.875, 1.267, 0.183], [-2.573, -2.792, 2.390], [-2.812, -1.517, 2.205], [-3.685, -1.006, 2.915], [-2.136, -0.849, 1.394], [-3.241, -2.878, 3.073], [-0.887, 3.867, 2.985], [-0.065, 2.612, 2.702], [0.660, 1.983, 3.947], [-1.031, 1.672, 2.255], [-1.639, 3.692, 3.755], [-1.334, 4.300, 2.090], [-0.219, 4.608, 3.425], [0.667, 2.884, 1.940], [1.252, 1.105, 3.687], [-0.097, 1.661, 4.662], [1.278, 2.711, 4.473], [-1.636, 1.465, 2.971], [-2.235, -3.349, -1.510], [-1.558, -4.493, -0.687], [-0.212, -4.201, -0.095], [-2.476, -4.785, 0.328], [-2.410, -2.402, -1.000], [-3.200, -3.642, -1.922], [-1.583, -3.078, -2.341], [-1.395, -5.348, -1.343], [-0.314, -3.463, 0.700], [0.453, -3.841, -0.881], [0.272, -5.092, 0.305], [-2.558, -4.054, 0.945], [-1.845, 2.232, -2.976], [-1.663, 2.490, -1.465], [-2.707, 3.474, -0.888], [-1.895, 1.233, -0.856], [-1.635, 3.161, -3.505], [-2.888, 2.010, -3.200], [-1.176, 1.457, -3.351], [-0.639, 2.823, -1.298], [-3.700, 3.296, -1.300], [-2.559, 4.514, -1.179], [-2.725, 3.451, 0.202], [-2.785, 0.983, -1.114], [2.394, 1.678, -2.856], [2.475, 0.175, -3.213], [1.199, -0.390, -3.864], [3.501, 0.047, -4.142], [2.248, 2.288, -3.747], [3.308, 2.041, -2.385], [1.565, 1.829, -2.164], [2.632, -0.437, -2.325], [1.353, -1.394, -4.259], [0.959, 0.276, -4.693], [0.316, -0.386, -3.225], [3.402, -0.732, -4.695], [3.476, 0.110, 1.857], [2.537, -0.863, 1.162], [3.071, -2.304, 1.373], [1.313, -0.828, 1.792], [3.514, -0.019, 2.938], [3.208, 1.152, 1.683], [4.503, 0.008, 1.505], [2.447, -0.609, 0.106], [3.937, -2.390, 0.717], [2.352, -2.988, 0.922], [3.412, -2.516, 2.386], [1.447, -1.234, 2.651]], "forces_ev_per_angstrom": [[0.04, -1.73, -0.99], [-2.13, -1.71, 0.36], [1.67, 2.86, 0.02], [0.50, -2.36, 0.10], [0.32, 4.81, -0.83], [-1.24, -0.26, 1.09], [1.03, -0.43, -0.71], [-0.32, -1.13, 0.62], [1.04, 0.43, 0.99], [-0.47, 0.19, 1.54], [-0.64, 0.82, -0.50], [0.75, -0.60, -1.32], [-0.28, -0.16, -0.12], [-0.01, -0.28, 0.00], [0.06, 0.37, -0.06], [-0.28, -0.82, -0.36], [-0.02, 0.20, -0.28], [-0.17, -0.05, 0.09], [0.20, 0.05, -0.12], [-0.19, -0.25, 0.02], [1.07, -0.04, -0.60], [-1.06, 1.60, -0.34], [0.61, 0.53, -0.13], [-0.65, -1.92, 0.39], [0.37, -0.21, 0.64], [0.04, -0.50, 0.07], [0.04, 0.06, -0.25], [-0.67, -0.36, 0.01], [0.23, 0.22, -0.15], [0.09, 0.40, 0.09], [-0.29, -0.25, 0.15], [0.27, 0.44, 0.08], [0.13, 1.24, 0.27], [-1.10, 0.05, -1.04], [0.36, 0.52, -0.51], [0.72, 0.24, 0.80], [0.13, 0.08, -0.25], [-0.08, -0.33, 0.03], [-0.11, -0.01, 0.22], [-0.06, -0.35, 0.48], [-0.18, -0.58, 0.20], [0.55, 0.13, -0.08], [-0.01, -0.26, -0.07], [-0.02, -0.54, 0.35], [-0.35, -0.77, 0.07], [-1.71, 0.21, 0.16], [-0.29, 1.12, 0.04], [1.79, 0.08, -0.83], [-0.12, -0.16, -0.23], [0.06, -0.23, 0.11], [0.06, 0.02, 0.17], [0.40, 0.15, 0.31], [0.09, -0.12, 0.12], [-0.02, -0.04, -0.38], [0.24, -0.21, 0.41], [-0.21, -0.10, 0.22], [0.55, 0.80, -0.31], [2.39, -0.99, 0.80], [0.42, 0.77, -1.99], [-2.10, 0.50, 0.37], [-0.18, -0.33, 0.17], [-0.32, -0.05, -0.15], [0.10, -0.17, -0.14], [-0.37, -0.12, 0.19], [0.39, -0.15, 0.12], [-0.16, -0.25, 0.64], [-0.43, -0.07, 0.11], [-0.52, -0.02, 0.13]], "lumo_energy_ev": [2.73, 2.73], "energy_ha": -2330.7196, "s_squared": 0.754, "fmax_ha_per_bohr": 0.0951, "multiplicity": 2, "charge": -1}